The following is a quantum chemistry calculation of a structure of composition C22H19N6O2ReS in a non-equilibrium geometry, from the OMol25 dataset.

For the strongest force on any atom, the calculation gives 2.0 eV/Å. Its net charge is +1. The spin multiplicity is 4. The HOMO energy (spin up / spin down) comes out at -10.50 / -11.01 eV. As for the relative energy (zero: lowest compared OMol25 entry of this formula, charge and spin): 1.867 eV.

Structure (XYZ):
```
51
C22H19N6O2ReS, DFT ωB97M-V/def2-TZVPD
Re -0.39142 -0.37611 -0.19771
O -1.53631 -1.61111 0.93429
C -2.72182 -1.31047 1.43397
C -3.69436 -2.31481 1.57260
C -4.95595 -2.00414 2.02517
C -5.28202 -0.69410 2.39623
C -4.32096 0.28283 2.35567
C -3.02668 -0.00070 1.88597
C -1.96299 0.93192 2.04990
N -0.78587 0.81608 1.51876
N 0.21185 1.58006 2.01483
C 1.34261 1.27991 1.45202
O 1.41239 0.34655 0.53829
C 2.58189 1.96011 1.84388
C 2.55557 3.20450 2.46857
C 3.74445 3.83012 2.80054
C 4.95962 3.21763 2.52466
C 4.98736 1.97150 1.91278
C 3.80315 1.34617 1.56556
H -3.42233 -3.32689 1.29939
H -5.70082 -2.78518 2.10228
H -6.28351 -0.46575 2.73289
H -4.54865 1.28818 2.68883
H -2.09691 1.74677 2.75521
H 1.60562 3.67273 2.68978
H 3.72926 4.80018 3.27929
H 5.88614 3.71189 2.78532
H 5.93317 1.48803 1.70777
H 3.81509 0.37548 1.08917
C 1.86250 -0.89121 -3.91481
C 0.93489 -1.00675 -2.75905
N 0.67935 0.00327 -1.98410
N 1.22292 1.18479 -2.26240
C 0.51778 2.21000 -1.83567
N 1.02883 3.43041 -1.99347
S -1.07643 2.07211 -1.16115
C 0.10589 -2.17141 -2.48979
C 0.24597 -3.40381 -3.10880
C -0.71018 -4.38220 -2.89800
C -1.81196 -4.08673 -2.10807
C -1.86379 -2.86464 -1.46916
N -0.91108 -1.93986 -1.61592
H 1.67822 0.04908 -4.43210
H 2.89470 -0.86420 -3.55850
H 1.74376 -1.71731 -4.61014
H 1.93342 3.54987 -2.41878
H 0.49460 4.23038 -1.71025
H 1.10268 -3.59223 -3.73955
H -0.60369 -5.35659 -3.35460
H -2.61347 -4.79875 -1.97746
H -2.69247 -2.61563 -0.82412
```